# 1
Formula: H34O17
Source: the OMol25 dataset
Level of theory: ωB97M-V/def2-TZVPD

Last column: Löwdin charge in e.
Geometry (Å):
O 0.63 -0.79 3.02  -0.07
H 0.20 -0.25 2.34  0.01
H 1.54 -0.86 2.73  0.04
O -2.80 0.42 0.62  -0.05
H -2.73 0.04 -0.27  0.02
H -2.03 0.94 0.86  0.03
O 1.61 -2.97 -2.44  -0.04
H 1.29 -3.82 -2.76  0.06
H 1.62 -2.35 -3.18  0.07
O -0.08 -1.52 -0.91  -0.08
H 0.28 -2.33 -1.32  0.01
H 0.46 -1.59 -0.11  0.03
O 3.48 4.93 0.25  -0.08
H 2.68 4.39 0.12  -0.02
H 3.59 4.80 1.21  0.00
O -2.43 0.17 -4.74  -0.05
H -2.03 -0.46 -4.12  0.02
H -1.78 0.03 -5.45  0.05
O 2.59 4.38 3.13  -0.05
H 1.86 3.94 3.57  0.05
H 3.33 3.77 3.27  0.05
O 4.00 0.25 -0.61  -0.05
H 4.87 -0.10 -0.83  0.04
H 3.94 1.15 -0.94  0.04
O -1.31 1.06 4.42  -0.05
H -1.57 0.17 4.19  0.01
H -2.10 1.52 4.73  0.04
O 0.27 0.57 0.65  -0.06
H 0.75 0.31 -0.16  0.05
H 0.83 1.36 0.77  0.06
O -1.73 -4.05 -2.85  -0.05
H -2.56 -4.47 -3.04  0.04
H -1.44 -4.11 -1.94  0.03
O 0.88 3.86 -0.49  -0.04
H 0.49 4.15 0.32  0.05
H 1.05 4.58 -1.11  0.06
O -3.55 -1.90 1.89  -0.09
H -3.27 -1.02 1.56  -0.01
H -2.75 -2.18 2.35  -0.01
O 2.65 -2.61 0.48  -0.06
H 2.63 -3.31 -0.20  0.03
H 3.27 -2.07 -0.05  0.02
O -0.94 3.03 -4.18  -0.06
H -0.08 2.62 -4.21  0.02
H -1.61 2.40 -3.92  0.01
O -2.98 -1.42 -1.66  -0.04
H -3.35 -2.19 -1.23  0.05
H -2.06 -1.47 -1.94  0.00
O -0.89 -3.12 3.67  -0.05
H -1.37 -2.42 4.10  0.02
H -0.20 -2.88 3.06  0.01

Orbital gap   9.785 eV
Charge   0
Energy relative to the best compared isomer or geometry (same formula, charge and spin)   65.2 kcal per mole
DFT total energy   -1299.42603 hartree
HOMO level   -10.294 eV
LUMO level   -0.5 eV

---

# 2
Formula: C2H7NOSi
Source: the OMol25 dataset
Level of theory: ωB97M-V/def2-TZVPD

Last column: Löwdin charge in e.
Geometry (Å):
C -1.63 -0.92 0.31  -0.41
C -1.14 1.35 -0.51  -0.14
N -1.30 0.00 -0.32  0.03
O -2.08 -1.87 0.75  0.17
Si 1.95 -0.71 0.21  0.56
H 3.38 -0.87 0.70  -0.12
H -0.18 1.75 -0.27  0.04
H -1.47 1.49 -1.64  0.13
H -1.93 1.90 0.12  0.11
H 1.30 0.35 1.15  -0.09
H 1.78 -0.57 -1.23  -0.13
H 1.32 -1.92 0.73  -0.14

Orbital gap   11.119 eV
Charge   0
Energy relative to the best compared isomer or geometry (same formula, charge and spin)   61.0 kcal per mole
DFT total energy   -499.82064 hartree
HOMO level   -10.398 eV
LUMO level   0.7 eV
SMILES   CN=C=O.[SiH4]

---

# 3
Formula: C4H11N3O2
Source: the OMol25 dataset
Level of theory: ωB97M-V/def2-TZVPD

Last column: Löwdin charge in e.
Geometry (Å):
C -0.77 2.11 0.10  -0.10
N -0.57 0.71 0.46  -0.23
N -1.32 0.39 1.67  0.03
C 1.45 -0.06 0.47  -0.26
C 1.46 -1.26 1.06  -0.06
H -0.96 -0.53 1.95  0.05
H -0.98 1.03 2.38  0.07
H 1.89 0.80 0.97  0.11
H -0.31 2.73 0.87  0.08
H -0.25 2.27 -0.85  0.08
H -1.83 2.37 0.02  0.08
H 1.10 -2.14 0.55  0.04
H 1.84 -1.38 2.06  0.03
C -0.37 -1.64 -2.45  -0.40
N -1.34 -1.30 -1.82  0.19
O 1.66 0.16 -1.00  -0.09
O 0.59 -1.93 -3.02  0.17
H 1.90 -0.69 -1.40  0.05
H -2.22 -1.75 -1.70  0.10
H -0.98 0.13 -0.29  0.07

Orbital gap   8.188 eV
Charge   0
Energy relative to the best compared isomer or geometry (same formula, charge and spin)   97.0 kcal per mole
DFT total energy   -473.64825 hartree
HOMO level   -7.580 eV
LUMO level   0.6 eV
SMILES   N=C=O.C=CO.CNN

---

# 4
Formula: C5H8INO2
Source: the OMol25 dataset
Level of theory: ωB97M-V/def2-TZVPD

Last column: Löwdin charge in e.
Geometry (Å):
C 1.51 2.81 -0.14  0.04
C 1.45 1.51 -0.34  -0.25
C -1.82 -2.07 -0.32  -0.25
C -0.84 -0.99 -0.55  -0.24
C 0.89 -0.70 0.37  -0.29
N -1.82 -0.86 0.50  -0.49
O 0.87 -1.30 1.55  0.04
O 0.81 0.70 0.53  -0.05
I -3.43 0.45 0.14  0.71
H 2.02 3.23 -1.05  0.08
H 1.15 3.35 0.70  0.06
H 1.96 1.08 -1.16  0.11
H -2.46 -2.25 -1.14  0.07
H -1.60 -3.03 0.24  0.13
H -0.92 -0.27 -1.37  0.09
H 1.67 -1.04 -0.17  0.10
H 0.56 -0.61 2.22  0.16

Orbital gap   8.372 eV
Charge   0
Energy relative to the best compared isomer or geometry (same formula, charge and spin)   98.4 kcal per mole
DFT total energy   -698.07537 hartree
HOMO level   -8.559 eV
LUMO level   -0.2 eV